No. 1
ORCA calculation (ωB97M-V/def2-TZVPD) on C23H49Al2B2BeCl2F2MgN4O12 as an isolated structure.

Each line ends with the Mulliken charge.
Positions of all 98 atoms, in Å:
C 4.0515 -2.9009 2.0597  -0.87
C 4.4337 -1.9435 0.7706  0.22
C 3.8968 -2.5818 -0.6710  -0.72
C 2.2716 -2.4100 -0.7945  -0.49
C 1.7678 -1.1589 -1.7237  -0.14
C 2.7463 0.1544 -1.7257  0.33
C 2.6081 1.1339 -0.4191  0.21
C 1.4305 0.7211 0.6430  -0.61
C -0.0372 1.2720 0.0977  0.13
C -1.3054 0.3207 0.5436  0.17
C -2.5304 1.1998 1.2490  -0.81
C -3.9618 1.0011 0.4153  0.24
Al -4.5327 -0.9784 0.7306  0.22
N -6.4703 -1.1667 0.8285  -0.25
B -3.9071 -2.2096 -0.8476  0.44
N -3.0442 -3.3996 -0.4617  -0.58
O -4.3150 -1.8653 -2.2483  -0.47
H 3.8668 -2.1584 2.9696  0.20
H 3.0561 -3.4963 1.8970  0.22
H 4.9642 -3.5800 2.3477  0.27
H 5.6005 -1.7436 0.7372  0.34
H 3.9254 -0.9057 0.9543  -0.25
H 4.1774 -3.7409 -0.6163  0.32
H 4.5009 -2.1489 -1.5754  0.33
H 1.8198 -2.4376 0.2908  0.10
H 1.8741 -3.4008 -1.3279  0.36
H 1.7512 -1.5644 -2.8465  0.42
H 0.6457 -0.9452 -1.4517  -0.22
H 3.8852 -0.0675 -1.8768  0.13
H 2.4180 0.8116 -2.6668  -0.30
H 3.6613 1.2619 0.1199  -0.50
H 2.3346 2.2276 -0.8110  0.25
H 1.6440 1.3430 1.6387  0.37
H 1.4200 -0.4035 0.9659  0.15
H -0.1799 2.3418 0.5514  0.38
H -0.0128 1.3638 -1.0830  -0.56
H -1.7762 -0.1003 -0.4657  -0.23
H -0.9775 -0.5613 1.2772  0.24
H -2.2930 2.3547 1.2305  0.34
H -2.7145 0.9053 2.3673  0.29
H -4.7933 1.6963 0.8772  -0.59
H -3.8652 1.2726 -0.7188  0.30
H -3.8124 -1.4300 2.1015  -0.37
H -6.9002 -1.1730 -0.1340  0.08
H -6.6056 -2.1453 1.1985  0.32
H -2.5484 -3.1873 0.4473  0.30
H -2.2542 -3.3897 -1.1748  0.28
H -3.5463 -1.2698 -2.5588  0.34
O -5.5723 2.8778 -3.2483  -0.53
C -6.5097 2.4853 -2.5736  0.30
O -6.7048 2.8125 -1.2624  -0.28
C -7.8311 2.0929 -0.7628  -1.18
C -8.6400 1.7257 -1.9792  0.25
C -7.5816 1.5463 -3.0380  -0.34
H -7.4706 1.2117 -0.2218  0.74
H -8.3964 2.7258 -0.0726  0.52
H -9.2642 0.8407 -1.8301  -0.08
H -9.2964 2.5604 -2.2540  0.53
H -7.1845 0.5274 -3.0479  0.22
H -7.9513 1.8279 -4.0266  0.34
Al -8.8964 -0.4600 -1.1826  0.15
N -8.2964 4.4580 2.5256  0.94
O -8.9251 4.2783 1.4693  -0.58
O -8.4449 3.6742 3.4777  -0.48
O -7.5194 5.4216 2.6297  -0.51
C 1.2701 3.4368 -4.8221  -0.96
C 0.7279 2.0252 -4.5360  0.25
O 1.7552 1.1948 -4.6116  -0.37
H 1.7120 3.5112 -5.8238  0.33
H 0.4526 4.1655 -4.7710  0.35
H 2.0265 3.7422 -4.0881  0.19
H -0.1085 1.8899 -5.2393  0.37
H 0.1926 2.1110 -3.5775  0.01
Be -7.0964 3.0267 1.0944  0.29
C 7.8605 -3.7137 4.6840  -1.24
C 6.5427 -4.4215 4.8271  0.75
O 5.5184 -4.0113 4.2846  -0.64
N 6.5002 -5.5535 5.5866  -0.17
C 7.5795 -6.1936 6.2996  -0.83
H 7.7336 -2.8308 4.0505  0.24
H 8.2186 -3.3867 5.6640  0.37
H 8.5918 -4.3751 4.2117  0.37
H 5.5779 -5.9715 5.6340  0.24
H 7.6812 -7.2119 5.9177  0.28
H 7.3110 -6.2319 7.3577  0.28
H 8.5272 -5.6647 6.1831  0.32
B 6.9526 2.8729 -1.4274  0.73
O 7.1174 3.8679 -2.4925  -0.45
C 5.9033 4.3691 -2.7574  0.39
O 5.6851 5.2259 -3.5986  -0.51
C 4.9244 3.7469 -1.9082  0.56
O 3.7267 3.9810 -1.8996  -0.56
O 5.5211 2.8533 -1.1076  -0.05
F 7.7221 3.2615 -0.2557  -0.24
F 7.3793 1.5632 -1.8949  -0.33
Cl -8.5964 -2.4289 1.4489  -0.42
Cl 6.4036 1.8367 0.9551  0.31
Mg -9.1964 1.7903 0.8995  0.84

Output
Total charge = +1
DFT total energy = -3896.02094 hartree


No. 2
ORCA calculation (ωB97M-V/def2-TZVPD) on C23H49Cl2CoO5PSSi as an isolated structure.

Each line ends with the Löwdin spin population.
Positions of all 83 atoms, in Å:
Co -0.2062 0.2483 -0.0626  2.72
C -2.8898 -1.4540 -0.1640  0.00
C -1.9674 -2.2719 -1.0414  0.00
C -2.4693 -2.3356 -2.4735  0.00
C -1.7248 -3.6496 -0.4582  0.00
O -0.6679 -1.5189 -1.0182  0.07
Si 0.7766 -1.9261 -1.7585  0.05
S 1.8560 -0.1109 -1.2162  0.83
O 0.5244 -1.9561 -3.3362  0.02
C 1.3246 -2.4664 -4.4497  0.00
C 0.7797 -1.7617 -5.6797  0.00
C 2.7886 -2.1289 -4.2245  0.00
C 1.0999 -3.9688 -4.5159  0.00
O 1.5077 -3.2349 -1.2151  0.01
C 2.2551 -3.6429 -0.0286  0.00
C 1.8488 -5.0852 0.2376  0.00
C 1.8996 -2.7421 1.1408  0.02
C 3.7280 -3.5341 -0.3882  0.00
H -3.8654 -1.9359 -0.1116  0.00
H -3.0370 -0.4608 -0.5959  0.00
H -2.4916 -1.3648 0.8478  0.00
H -3.4559 -2.7986 -2.4784  0.00
H -1.8109 -2.9232 -3.1072  0.00
H -2.5601 -1.3361 -2.8995  0.00
H -2.6649 -4.2013 -0.4466  0.00
H -1.3610 -3.5760 0.5657  0.00
H -1.0125 -4.2161 -1.0552  0.00
H 0.9552 -0.6891 -5.6184  0.00
H -0.2910 -1.9375 -5.7727  0.00
H 1.2699 -2.1396 -6.5756  0.00
H 2.9263 -1.0525 -4.1258  0.00
H 3.3790 -2.4656 -5.0748  0.00
H 3.1742 -2.6228 -3.3341  0.00
H 0.0458 -4.1910 -4.6778  0.00
H 1.4244 -4.4445 -3.5915  0.00
H 1.6690 -4.3953 -5.3410  0.00
H 0.7904 -5.1506 0.4817  0.00
H 2.4178 -5.4814 1.0773  0.00
H 2.0476 -5.7038 -0.6361  0.00
H 0.8296 -2.7503 1.3428  0.00
H 2.2176 -1.7109 0.9594  0.02
H 2.4125 -3.0822 2.0394  0.00
H 3.9610 -4.1700 -1.2415  0.00
H 4.3431 -3.8496 0.4534  0.00
H 3.9918 -2.5052 -0.6349  0.00
C 0.2062 3.7432 1.1427  0.00
C -0.2040 3.7041 -0.3279  0.01
C 1.0277 3.7674 -1.2249  0.00
P -1.3178 2.2643 -0.6791  0.04
C -1.6601 2.4224 -2.5002  0.01
C -3.0266 1.9493 -2.9898  0.00
C -0.5825 1.6394 -3.2591  0.02
C -2.7524 2.6447 0.4499  0.01
C -4.1661 2.4166 -0.0795  0.00
C -2.5621 1.8559 1.7471  0.00
H 0.9047 4.5653 1.2965  0.00
H 0.7050 2.8210 1.4477  0.00
H -0.6397 3.9041 1.8082  0.00
H -0.8331 4.5794 -0.5427  0.00
H 1.6664 2.8922 -1.0914  0.00
H 1.6180 4.6415 -0.9502  0.00
H 0.7796 3.8604 -2.2801  0.00
H -1.5568 3.4892 -2.7303  0.00
H -3.2768 0.9582 -2.6083  0.00
H -3.0005 1.8813 -4.0782  0.00
H -3.8286 2.6303 -2.7233  0.00
H -0.7566 0.5661 -3.1663  0.00
H 0.4292 1.8503 -2.9177  0.01
H -0.6292 1.8872 -4.3205  0.00
H -2.6504 3.7128 0.6729  0.00
H -4.3073 1.4111 -0.4725  0.00
H -4.4476 3.1322 -0.8472  0.00
H -4.8624 2.5371 0.7501  0.00
H -2.7496 0.7928 1.5850  0.00
H -3.2804 2.2012 2.4907  0.00
H -1.5679 1.9591 2.1754  0.00
Cl 0.4698 -1.5769 5.1184  0.00
C 0.6407 -0.2317 4.0040  0.00
Cl -0.0414 1.2708 4.6745  0.00
C -0.0757 -0.4951 2.6693  0.01
O -1.0267 -1.2354 2.5627  0.01
O 0.4638 0.1713 1.6981  0.10
H 1.6987 -0.0475 3.8396  0.00

Output
Spin multiplicity = 5
Total charge = +1
ΔE to the lowest compared entry with this formula, charge and spin = 0.0 kJ/mol


No. 3
ORCA calculation (ωB97M-V/def2-TZVPD) on C23H49IO7S3Si as an isolated structure.

Each line ends with the Mulliken charge.
Positions of all 84 atoms, in Å:
C -2.3631 -2.3663 4.8376  -1.59
C -2.2214 -1.4453 3.6166  0.29
C -3.6043 -0.8928 3.2080  -0.78
I -3.7165 1.2628 3.4034  0.02
Si -4.2518 -1.4773 1.5280  0.31
C -3.1037 -1.1958 0.0691  -0.69
C -1.7758 -1.9519 0.0900  -0.06
C -1.0831 -1.8626 -1.2749  -0.94
C 0.3396 -2.4116 -1.2320  -1.23
C 1.3817 -1.4733 -0.6217  -0.94
C 1.4435 -0.0997 -1.2855  -0.18
C 0.5799 0.9911 -0.6361  -0.65
O 0.4103 0.7802 0.7544  -0.36
C -0.8291 1.1965 1.2912  -0.33
H -2.8989 -1.8568 5.6373  0.43
H -2.9392 -3.2485 4.5663  0.24
H -1.3701 -2.6390 5.1838  0.43
H -1.7608 -2.0412 2.8330  -0.08
H -1.5713 -0.6306 3.9141  0.35
H -4.3150 -1.2474 3.9470  0.64
H -5.4889 -0.6977 1.2668  -0.24
H -4.6878 -2.8825 1.6564  -0.09
H -3.6522 -1.5601 -0.8040  0.45
H -2.9474 -0.1349 -0.1194  0.24
H -1.9205 -3.0098 0.3019  0.44
H -1.0785 -1.5387 0.8162  -0.04
H -1.6487 -2.5043 -1.9537  0.56
H -1.1324 -0.8465 -1.6634  0.37
H 0.2982 -3.3164 -0.6247  0.43
H 0.6526 -2.6694 -2.2419  0.45
H 2.3482 -1.9523 -0.7739  0.40
H 1.2318 -1.4196 0.4536  0.42
H 1.1731 -0.2143 -2.3292  0.39
H 2.4703 0.2627 -1.2733  0.04
H -0.3622 1.0835 -1.1797  0.32
H 1.0976 1.9449 -0.7723  0.43
H -1.4978 1.6318 0.5487  0.38
H -1.3447 0.3393 1.7287  -0.22
H -0.6837 1.9229 2.0929  0.32
C 5.3773 2.5495 -4.0412  -0.89
C 4.5835 3.5006 -4.9441  -0.27
C 3.3766 2.7202 -5.4874  -0.87
S 2.9970 1.4800 -4.2459  1.31
O 3.2261 0.1719 -4.8093  -0.71
O 1.7432 1.8170 -3.6156  -0.65
C 4.3485 1.8735 -3.1434  -0.55
H 6.1244 3.0798 -3.4524  0.34
H 5.8921 1.8002 -4.6480  0.37
H 4.2443 4.3497 -4.3480  0.09
H 5.1961 3.8896 -5.7569  0.42
H 2.5030 3.3521 -5.6246  0.41
H 3.6068 2.1991 -6.4151  0.35
H 4.7073 0.9612 -2.6727  0.52
H 3.9698 2.5621 -2.3881  0.27
C -5.4813 -8.0262 3.4275  -0.56
C -6.7179 -7.1343 3.6022  -0.65
C -6.3401 -5.7279 3.1195  -0.61
S -5.0582 -5.9522 1.8803  1.14
O -3.8326 -5.3767 2.3770  -0.58
O -5.5759 -5.6075 0.5812  -0.70
C -4.9499 -7.7317 2.0282  -0.74
H -5.7220 -9.0813 3.5477  0.35
H -4.7277 -7.7656 4.1738  0.29
H -7.5370 -7.5247 2.9952  0.29
H -7.0586 -7.1141 4.6363  0.33
H -7.1778 -5.2065 2.6637  0.40
H -5.9194 -5.1238 3.9212  0.33
H -3.9191 -8.0424 1.8756  0.39
H -5.5900 -8.1636 1.2596  0.34
C 4.3009 7.3980 0.2915  -0.60
C 5.3803 8.2233 -0.4223  -0.58
C 6.2405 7.2470 -1.2356  -0.81
S 5.1698 5.8650 -1.6455  1.32
O 5.6638 4.6804 -0.9887  -0.70
O 4.8996 5.8585 -3.0646  -0.75
C 3.7314 6.4549 -0.7637  -0.74
H 3.5244 8.0295 0.7196  0.35
H 4.7504 6.8208 1.1021  0.30
H 4.9053 8.9424 -1.0924  0.30
H 5.9901 8.7865 0.2821  0.32
H 6.6111 7.6875 -2.1576  0.36
H 7.0716 6.8553 -0.6525  0.36
H 3.1906 5.6068 -0.3498  0.39
H 3.1041 6.9874 -1.4781  0.38

Output
DFT total energy = -3214.12274 hartree


no.,maximum force (eV/Å)
1,6.38
2,0.45
3,0.97